1.
C15H25BrLiNNbO5P | ωB97M-V/def2-TZVPD

Structure (XYZ):
```
50
Properties=species:S:1:pos:R:3:forces:R:3:lowdin_charge:R:1
N 3.8578 -0.4589 1.8267 -0.201 0.324 -0.087 -0.35
P 2.6364 -1.0853 1.0140 0.108 -0.572 0.083 0.56
Nb 0.7321 0.6567 0.7052 2.706 1.202 0.303 1.54
C 0.5607 -0.2430 -1.3866 -0.771 -0.507 1.056 -0.35
C 0.1785 -1.7425 -1.3961 0.747 0.290 -0.672 -0.31
C 1.1398 -2.6345 -2.2231 -0.911 0.104 -0.018 -0.19
C 1.7050 -1.9870 -3.4830 0.761 -0.263 0.364 -0.26
O 3.1038 -1.7120 -3.3643 -0.075 0.152 -0.113 -0.08
C 0.7234 1.4707 2.8443 -1.585 -0.482 -0.311 -0.36
O 2.0410 1.7950 3.2133 0.164 0.057 -0.399 -0.25
O 2.4416 0.8787 4.2257 -0.067 -0.039 0.326 -0.05
C 2.0364 2.3425 -0.1160 -0.146 0.635 -0.025 -0.34
C 3.4098 1.9738 -0.4349 -0.096 0.333 0.459 -0.95
O 3.7724 1.1568 -1.2053 0.376 -0.701 -0.761 -0.03
Br 4.7896 3.0159 0.5260 0.015 0.019 0.102 0.62
C -1.1296 1.9513 0.3232 -1.052 0.549 0.378 -0.21
C -2.1098 1.3107 -0.4537 0.276 -0.304 -0.513 -0.49
O -2.1803 1.4572 -1.7065 -0.461 0.355 -0.590 -0.17
C -3.1401 0.4303 0.1607 -0.502 0.101 0.348 -0.18
C -4.3252 1.0476 0.5687 0.095 -0.345 -0.011 -0.04
C -5.3634 0.2971 1.1093 0.291 0.113 -0.237 -0.08
C -5.2197 -1.0750 1.2408 0.256 0.044 -0.056 -0.08
C -4.0340 -1.6904 0.8483 -0.296 0.367 0.015 -0.06
C -2.9966 -0.9416 0.3056 -0.216 -0.189 0.008 -0.04
H 4.0342 -0.9814 2.6754 0.010 0.016 0.102 -0.05
H 2.1600 -2.2657 1.6327 -0.084 -0.161 -0.422 -0.06
H 3.0619 -1.4862 -0.2775 -0.156 -0.239 0.083 -0.06
H -0.4530 -0.5845 1.3374 0.032 0.137 -0.085 -0.05
H 1.5764 -0.1046 -1.7581 0.282 0.182 0.201 0.01
H -0.0864 0.3565 -2.0252 -0.067 0.024 -0.121 0.03
H -0.8203 -1.8433 -1.8126 -0.266 -0.053 0.121 0.09
H 0.1818 -2.1304 -0.3835 -0.304 -0.202 0.179 0.04
H 0.5780 -3.5204 -2.5183 -0.018 -0.218 0.018 0.10
H 1.9357 -2.9902 -1.5808 0.392 0.031 -0.091 0.09
H 1.6403 -2.6823 -4.3108 -0.112 -0.049 -0.256 0.11
H 1.1691 -1.0744 -3.7295 -0.214 0.079 -0.153 0.11
H 3.2277 -0.8779 -2.8987 0.044 0.027 0.091 0.05
H 0.2414 0.7967 3.5453 0.175 -0.028 0.332 0.05
H 0.1347 2.3915 2.8595 0.031 0.228 0.098 0.04
H 3.3680 0.7373 3.9884 0.068 -0.036 -0.384 0.07
H 2.0076 3.2058 0.5410 -0.031 0.071 0.240 0.03
H 1.5805 2.6537 -1.0588 -0.189 -0.221 -0.194 0.06
H -1.5215 2.1744 1.3138 0.231 -0.339 0.298 0.07
H -0.7786 2.8765 -0.1253 0.386 -0.061 -0.270 0.08
H -4.4286 2.1170 0.4631 -0.032 0.195 0.040 0.11
H -6.2692 0.7981 1.4086 -0.169 -0.006 0.098 0.10
H -6.0234 -1.6637 1.6511 -0.109 -0.103 0.089 0.10
H -3.9386 -2.7556 0.9751 0.147 -0.174 -0.046 0.11
H -2.0861 -1.4250 0.0004 0.164 -0.025 -0.015 0.07
Li -3.1212 2.0642 -3.0552 0.371 -0.319 0.397 0.84
```
Positions in Å, forces in eV/Å.

Results
F_max (eV/Å): 2.98
Orbital gap (eV): 5.373
Lowest unoccupied orbital energy (hartree): -0.0706



2.
C4H29N2O11 | ωB97M-V/def2-TZVPD

Structure (XYZ):
```
46
Properties=species:S:1:pos:R:3:forces:R:3:lowdin_charge:R:1
N -1.5381 -0.4527 -0.8984 0.526 0.571 -0.320 0.20
C -0.6388 0.3579 -0.0568 0.252 -0.355 1.598 -0.06
C -0.6014 1.7700 -0.5604 -0.544 1.156 -0.211 -0.47
N -0.1370 2.7686 0.2296 0.208 -0.880 0.126 0.08
C 0.3683 2.5920 1.5786 0.198 0.213 0.481 -0.13
C -0.7539 2.3572 2.6370 -0.171 -0.056 0.127 -0.19
O -2.0609 2.6793 2.1623 0.137 -0.061 -0.067 -0.09
O -0.9989 2.0176 -1.6942 0.169 -0.342 0.040 0.07
H -2.4761 -0.0458 -0.8970 -0.085 -0.122 0.144 0.15
H -1.5433 -1.3941 -0.5174 -0.222 -0.330 -0.103 0.15
H -1.1480 -0.4717 -1.8911 -0.129 -0.435 0.120 0.11
H -0.9452 0.2462 1.0072 -0.022 0.295 -0.754 0.14
H 0.3768 -0.0557 -0.0697 -0.129 -0.083 -0.326 0.15
H -0.0535 3.6522 -0.2439 -0.022 0.174 0.071 0.16
H 1.0800 1.7653 1.6021 -0.037 -0.089 0.065 0.12
H 0.9618 3.4745 1.8751 -0.399 -0.266 -0.405 0.14
H -0.5436 2.9633 3.5278 0.056 -0.309 -0.120 0.13
H -0.8299 1.2960 2.9334 0.181 0.521 -0.057 0.12
H -2.1008 3.5848 1.8369 0.075 0.052 0.067 0.12
H 0.8967 2.4915 -2.0994 0.055 0.131 -0.634 0.01
H 1.8665 2.9512 -3.2377 -0.169 0.071 0.021 0.08
O 1.8122 2.4518 -2.4171 0.119 0.079 0.304 -0.03
H 2.9476 -2.5590 -0.8078 0.373 0.070 -0.148 0.03
H 4.2168 -1.6023 -0.7314 -0.131 -0.165 0.009 0.09
O 3.2574 -1.6268 -0.6208 -0.060 -0.122 0.011 -0.07
H -3.1559 1.5638 1.4000 -0.445 -0.010 -0.023 0.02
H -4.6580 1.3301 0.9893 0.077 0.078 0.003 0.08
O -3.7797 0.9366 0.9683 0.396 0.100 -0.215 -0.06
H 2.7059 -1.6629 1.0303 0.302 -0.014 0.402 0.01
H 2.7639 -2.1810 2.5421 0.196 0.038 -0.202 0.07
O 2.2202 -1.7399 1.8827 -0.432 0.135 -0.081 -0.07
H 2.1869 0.7787 -2.6531 0.180 -0.376 0.242 0.01
H 2.6319 -0.6394 -1.9694 -0.182 0.631 -0.523 0.02
O 2.2328 -0.1968 -2.7592 -0.106 -0.458 0.266 -0.08
H 2.1342 -4.5449 -1.7135 0.052 0.018 0.013 0.08
H 1.4922 -3.9753 -0.4191 -0.160 -0.206 0.071 0.01
O 2.3431 -4.1254 -0.8725 0.095 0.140 -0.145 -0.04
H 0.9714 -2.7563 1.2327 -0.232 -0.024 0.196 0.01
H -0.4019 -3.5460 1.2157 0.408 0.051 -0.130 0.07
O 0.3278 -3.2326 0.6594 -0.532 0.192 0.035 -0.07
H -4.2037 -1.8548 2.5445 0.077 -0.025 -0.068 0.04
H -3.7296 -0.6755 1.6554 -0.080 -0.319 0.115 -0.03
O -3.5666 -1.6175 1.8630 0.160 0.138 -0.074 -0.09
H -0.4223 -1.0826 -4.0732 -0.101 -0.013 0.025 0.07
H 0.7256 -0.8425 -3.0383 -0.425 -0.059 -0.058 0.02
O -0.2330 -1.1469 -3.1318 0.524 0.263 0.113 -0.08
```
Positions in Å, forces in eV/Å.

Results
F_max (eV/Å): 1.66
Orbital gap (eV): 11.318
Charge: +1
Lowest unoccupied orbital energy (hartree): -0.0853



3.
C6H11N3O | ωB97M-V/def2-TZVPD

Structure (XYZ):
```
21
Properties=species:S:1:pos:R:3:forces:R:3:lowdin_charge:R:1
C -1.3540 0.6795 0.0834 0.682 0.258 0.361 -0.12
C 0.0736 0.9959 0.6082 -0.414 1.258 0.178 -0.20
C -0.7410 1.3372 -2.2641 0.995 -0.202 1.723 0.32
C -0.3138 -1.2514 0.8935 0.679 0.088 -0.672 -0.28
C 0.0475 -2.6060 1.3197 -0.189 -0.117 2.285 0.09
C 2.1056 1.7307 -0.5137 4.584 -1.667 1.724 -0.12
N -1.4879 0.7348 -1.4569 -2.041 -0.110 0.694 0.09
N -1.4211 -0.7070 0.4879 -3.241 0.477 -1.057 0.19
N 0.7933 1.7863 -0.2794 -3.090 0.780 0.514 0.07
O 0.6413 -0.3827 0.7929 0.522 0.867 1.317 0.13
H -2.1493 1.3084 0.5999 0.824 -0.758 -1.151 0.21
H -0.1432 1.5845 1.6519 1.184 -1.624 -2.047 0.26
H -0.7949 1.4801 -3.3308 -0.138 0.039 -0.371 0.13
H 0.4687 -3.1301 0.5057 0.989 -0.435 -1.054 0.11
H 0.7792 -2.4568 2.1522 -0.148 -0.225 -0.919 0.15
H -0.6809 -3.3175 1.7414 -0.500 0.914 -0.373 0.13
H 2.4011 2.2628 -1.3521 0.073 0.875 -2.294 0.08
H 2.8073 2.4201 0.1569 -1.578 -1.050 -0.088 0.20
H 2.6424 0.7144 -0.4931 -0.905 1.240 0.137 0.14
H -2.4440 0.3478 -1.7516 1.420 0.575 0.057 0.22
H -2.3014 -1.1082 0.1769 0.289 -1.181 1.036 0.20
```
Positions in Å, forces in eV/Å.

Results
F_max (eV/Å): 5.17
Orbital gap (spin up / spin down) (eV): 7.611 / 8.696
Charge: +2
Lowest unoccupied orbital energy (spin up / spin down) (hartree): -0.3702 / -0.3434